(1)
# C21H22BBaN14SSe

A molecular structure, C21H22BBaN14SSe in a non-equilibrium geometry (wB97M-V/def2-TZVPD, the Open Molecules 2025 dataset).

Geometry as XYZ:
```
61
Properties=species:S:1:pos:R:3:forces:R:3
Ba 1.32239 0.55378 -0.62669 0.4792 0.7887 -0.2432
Se 3.76611 -1.74350 0.84722 -0.0360 -0.2713 0.4499
S 4.09559 2.09146 0.75706 0.1457 0.1224 0.3165
N 2.04726 -1.24487 1.19294 0.7594 -0.8041 0.5597
N 2.64507 2.39179 3.10360 -0.1825 -0.3144 -0.5902
N 4.60878 3.19565 3.16428 0.1688 0.0160 -0.1969
N 0.20427 -1.46044 -1.76538 -0.5578 -0.3757 -0.3544
N 1.50142 1.73646 2.62485 0.1966 0.1293 0.1405
N -0.65910 0.91891 -3.41321 -0.0236 -0.1876 0.2460
N -3.62372 -1.14166 -3.83606 0.2037 0.2332 0.1743
N -1.00907 -1.41874 -2.40440 0.1676 0.3039 0.0749
N 4.09954 3.45928 4.34770 -0.5526 -0.2414 -0.0010
N -2.05134 0.61030 -1.21684 0.3484 -0.0544 -0.1399
N 0.44421 1.49957 -2.87038 -0.2826 0.0567 -0.4776
N -1.15828 1.02730 -0.28453 -0.6050 0.0264 0.0397
N 3.73379 -3.08237 2.03513 -0.0557 0.4764 -0.4417
N -2.95133 -0.01995 -3.43904 -0.3126 -0.3942 -0.2627
C -1.39019 -2.66688 -2.72508 -0.0854 0.1457 -0.0636
C -3.62873 1.09207 -3.83647 0.0625 0.0865 -0.1410
C -1.87938 1.38738 0.78296 0.0892 -0.0222 -0.0075
C 0.44821 1.84777 -5.09417 -0.0618 -0.0308 -0.1321
C -3.23652 1.19898 0.56547 -0.0887 -0.0395 -0.1112
C 1.59263 -2.09741 2.08892 -0.5332 0.0952 0.0259
C 1.10466 2.06033 -3.88848 -0.0321 0.0031 0.1767
C 0.54338 -2.75333 -1.71442 0.1380 0.1948 0.1125
C -0.09654 -3.02915 3.50276 0.0825 -0.3210 0.2263
C 2.53188 -3.10735 2.55436 -0.1087 -0.2978 0.3238
C 1.90911 3.00130 5.44070 -0.0649 -0.0544 -0.0740
C -4.68964 -0.70861 -4.47874 0.0289 -0.2748 -0.0767
C -0.66202 1.11034 -4.74584 -0.1049 -0.0784 0.0621
C -0.42035 -3.55446 -2.30193 -0.1399 -0.0841 -0.0950
C -4.74162 0.69500 -4.52855 0.0315 0.1515 0.2492
C 0.23961 -2.09357 2.59245 0.3386 0.0060 -0.1302
C 3.77110 2.55046 2.32850 -0.0076 0.0009 0.1032
C 0.84513 -4.02275 3.98970 -0.3205 0.1947 -0.0409
C 2.85892 2.94420 4.31328 0.6781 0.4080 0.3823
C 2.11109 -4.07805 3.54147 0.1761 0.2056 -0.2450
C -3.29476 0.70064 -0.72300 -0.0582 -0.0670 -0.1233
B -1.67460 -0.01400 -2.64329 0.2684 0.1457 0.3295
H 1.60377 1.99697 5.74025 -0.0166 0.0020 -0.0095
H -4.13248 0.40436 -1.33165 -0.0781 0.0198 0.1072
H 0.49664 -4.74097 4.71913 -0.0046 0.0033 0.0007
H 2.01716 2.61026 -3.71020 0.0025 0.0084 0.0080
H 5.55839 3.47680 2.93525 -0.0129 0.0332 0.0563
H -2.32285 -2.81121 -3.23790 -0.0596 -0.0704 -0.0369
H -1.11126 -3.07032 3.87751 0.0065 0.0109 0.0027
H -0.49134 -1.39534 2.20265 0.0483 0.0397 -0.0395
H -3.25645 2.07819 -3.60923 -0.0116 0.0157 -0.0193
H 1.01820 3.56892 5.16374 -0.0117 -0.0056 0.0194
H 0.72542 2.18480 -6.07664 0.0215 0.0025 -0.0018
H -1.39132 1.78742 1.66023 0.0045 0.0032 0.0096
H -5.49113 1.32109 -4.97851 -0.0052 0.0005 -0.0173
H -5.38050 -1.42712 -4.89119 -0.0086 0.0373 -0.0188
H -4.06319 1.40144 1.22218 0.0131 0.0141 0.0263
H 1.47233 0.80560 3.03716 -0.0992 -0.0147 -0.0309
H 2.81635 -4.82373 3.87886 0.0313 0.0085 -0.0150
H 2.38963 3.49227 6.28239 0.0215 0.0104 -0.0091
H -0.41937 -4.62240 -2.42503 0.0032 -0.0102 0.0153
H 0.68703 2.27167 2.91202 -0.0357 -0.0426 -0.0124
H -1.46119 0.70796 -5.34462 0.0465 0.0339 -0.0901
H 1.47919 -3.05256 -1.26321 -0.0037 0.0223 0.0101
```
Forces are in eV/Å.

Computed properties:
Total energy   -4429.5560 hartree
Expectation value of S²   0.774
Energy relative to the best compared isomer or geometry (same formula, charge and spin)   0.643 eV
Net charge   +2
Lowest unoccupied orbital energy (spin up / spin down)   -6.459 / -10.400 eV
Multiplicity   2

(2)
# C27H50FN3O3PS

A gas-phase ion, C27H50FN3O3PS (charge +1) in a non-equilibrium geometry (wB97M-V/def2-TZVPD, the Open Molecules 2025 dataset).

Geometry as XYZ:
```
86
Properties=species:S:1:pos:R:3:forces:R:3
S 2.22012 4.75622 -3.31196 0.0674 -0.5942 -0.3083
P 2.79258 2.95029 -3.80393 -0.2795 2.1352 1.1653
F 2.38542 4.38928 0.79897 -0.1468 -1.3154 -0.1810
O 2.08916 -4.54368 1.93922 -0.8108 1.0469 -0.5400
O -5.11615 -1.99074 -2.08777 0.2476 -0.5700 0.5301
O 3.22737 2.75455 -1.02174 -0.4819 0.4610 -0.4143
N 1.32699 1.53515 -0.39999 0.8694 -0.4544 -0.3857
N 1.52031 0.30953 2.89343 -0.2595 0.3296 -0.5997
N 0.11587 -3.56032 -1.74461 1.3312 -0.1086 0.0128
C 0.86199 -3.86018 1.96082 -1.6765 1.3444 1.3642
C 0.47254 -3.28975 3.26288 -1.4025 0.4219 -1.1181
C -4.23476 -0.24790 -0.48092 -1.6342 -1.1375 -0.1548
C 1.70763 1.17347 -1.81760 2.0259 -1.5427 -3.4722
C 1.29053 -2.74856 -2.12791 -0.5753 1.0190 0.8058
C 2.68828 2.02221 0.09703 1.2496 2.5462 -1.9556
C 0.97506 0.33872 0.45300 -1.6932 -1.0800 1.0623
C -1.60982 -2.40027 2.21928 0.8545 -0.5442 -0.0608
C -4.90625 0.42420 0.77223 -0.0630 0.8209 -0.6720
C -1.10692 2.09171 -1.05649 -0.5880 0.8730 -1.1349
C 0.43231 -4.36148 -0.55139 -1.3210 -1.0600 0.5041
C -5.00802 -1.63500 -0.71687 1.1239 0.0663 1.0242
C 2.09500 -0.32580 -2.12688 -0.7727 0.3144 -0.2232
C 0.00688 -3.70498 0.80024 0.3771 0.3885 0.9991
C 4.78386 1.81468 2.30478 0.4057 -0.2973 -1.3300
C 0.87468 -1.25662 -2.47492 0.9470 -0.9491 -0.5942
C -4.06592 1.56627 1.47728 0.1843 -0.7951 0.8886
C 0.47099 0.69659 1.89705 0.3080 -0.2819 1.2005
C -2.57520 1.68666 1.01300 -0.0667 1.5942 0.3583
C -2.37123 2.62140 -0.26488 0.9260 -0.9006 0.7483
C -3.90457 -2.57876 -2.56707 0.4075 0.7314 -0.0313
C -0.77258 -2.55487 3.41340 0.7345 -0.9703 -2.4351
C -1.24320 -2.95453 0.93649 1.5535 -0.3673 1.6186
C 0.27610 2.62340 -0.51369 -0.9520 0.7802 -0.4186
C 2.73864 3.10427 1.22776 1.6967 -0.3581 1.7275
C 4.24535 3.18575 1.73335 -0.5483 -0.0034 0.1911
C 3.05604 1.97461 -2.21744 -0.3629 -1.2605 2.5883
H 1.50542 -4.68845 -0.52556 -1.0023 0.5823 -0.0853
H -4.38180 -2.40723 -0.16878 -0.7248 0.4604 -0.5064
H -1.08923 -2.13055 4.39161 0.3174 -0.4445 -0.9219
H -0.45584 0.13854 2.19659 0.5869 0.4945 -1.0222
H 4.85712 3.55410 0.86650 -0.5218 -0.2916 0.9403
H -2.04725 0.70493 0.90027 -0.8001 0.7427 -0.0545
H -4.02526 -2.79611 -3.65247 0.0723 0.2173 0.8649
H 4.02779 2.93779 -4.51267 -0.5332 -0.6060 0.0471
H -0.72047 -2.99495 -1.62632 0.3530 -0.1586 0.0460
H -0.15579 -5.32203 -0.64225 0.5789 0.8191 0.2550
H -1.16396 0.97874 -1.17236 0.1155 0.8986 0.2829
H 0.69100 3.34469 -1.27279 -0.2026 -0.5903 0.9603
H -5.99797 -1.64604 -0.18670 0.6533 0.1822 -1.0475
H 1.01477 1.48042 -2.63635 -0.4838 -0.1817 1.5258
H 4.01805 0.99410 2.22112 0.6248 0.8858 0.5274
H 1.87234 -3.22152 -2.95664 -0.5355 0.3960 0.5210
H -2.02596 2.21901 1.84480 -0.5014 -0.6293 -0.6742
H 1.73601 -0.68069 2.75882 -0.2342 0.2404 0.3399
H 1.97743 -2.69060 -1.23348 -0.4551 -0.0419 -0.8043
H -5.85590 0.90609 0.40242 0.8134 -0.6718 0.3351
H -1.21414 2.50524 -2.10186 0.2736 -0.5338 0.9091
H -3.26941 2.65636 -0.92486 0.7339 -0.2203 0.4637
H -2.58280 -1.86241 2.28696 0.8686 -0.4356 0.0472
H 2.75663 -0.30867 -3.03824 -0.6074 0.1178 0.9110
H -4.43006 0.34216 -1.41890 0.5812 -0.3216 0.9454
H -3.08664 -1.81040 -2.41380 -0.4413 -0.8468 -0.3953
H 2.75095 -0.70536 -1.29962 -0.6805 0.0900 -0.6957
H 3.37423 1.14251 0.13326 -0.9726 0.3509 1.0768
H -0.08909 -0.95691 -1.99220 0.8780 -0.2987 -0.1029
H -4.03727 1.31149 2.57670 -0.0586 0.3257 -1.0085
H 1.74242 2.28231 -4.50716 0.8892 -0.4160 0.0758
H 3.96590 1.30296 -2.23013 -1.0439 0.3455 -0.4705
H -3.16288 -0.52909 -0.35042 -0.7003 0.6676 -0.1215
H 2.13243 2.87158 2.13392 0.1517 -0.1084 -0.9528
H 1.12181 -3.43840 4.16157 -0.5437 0.0395 -1.0328
H 0.26604 1.77948 2.07005 0.0891 -0.8108 -0.4776
H -3.60806 -3.51688 -2.02951 -0.4560 0.6319 -0.2729
H 1.12139 0.42492 3.83034 0.3274 -0.2109 -0.3819
H 0.12835 3.18744 0.43548 0.4301 -0.7385 -0.5394
H -5.23657 -0.35675 1.50367 0.5264 0.6035 -0.5078
H 4.25570 3.94919 2.55475 -0.0210 -0.5236 -0.9422
H 2.73806 -3.87218 2.21135 -0.0540 -0.6308 -0.0066
H -2.17237 3.66965 0.09714 -0.2820 -0.9397 -0.4884
H 5.62558 1.49256 1.62671 -0.6726 0.2074 0.8067
H 5.20176 1.87367 3.33410 -0.5651 0.0314 -0.7483
H 0.15902 -0.26165 -0.02935 0.8811 0.7507 0.1799
H 0.68259 -1.23384 -3.58535 0.1242 0.3174 1.0621
H -1.89762 -2.82054 0.03902 0.5181 -0.1434 1.0348
H -4.60095 2.55300 1.42914 0.6705 -0.8444 -0.1962
H 1.84540 -0.35723 0.58728 -0.6397 0.9580 -0.4600
```
Forces are in eV/Å.

Computed properties:
Total energy   -2287.7624 hartree
SMILES   CC[C@@H](F)[C@@H]1O[C@H]([PH2]=S)[C@@H](CCCNCc2ccccc2O)[N@+]1(CCN)CCCCCCCCOC
Net charge   +1
Lowest unoccupied orbital energy   -2.355 eV

Question: Which value of total energy does entry 2 give?
Answer: -2287.7624 hartree

Question: What is the total energy in the second record?
Answer: -2287.7624 hartree